[1]
DFT (ωB97M-V/def2-TZVPD) results for the ion C4H11N4 with charge +1 at a distorted geometry.

```
19
C4H11N4 (ωB97M-V/def2-TZVPD)
C -1.671 -0.157 -0.690
C -0.911 -1.310 -0.040
C 0.674 -0.575 1.625
C -0.379 1.375 -2.014
N 2.326 1.134 0.855
N 1.019 0.398 0.772
N -0.708 0.865 -0.962
N -0.424 -1.196 1.320
H -2.092 -0.464 -1.643
H -2.399 0.306 -0.012
H -1.464 -2.234 0.078
H -0.077 -1.522 -0.744
H 1.287 -0.693 2.593
H -0.848 1.259 -2.932
H 2.758 1.018 1.733
H 0.393 2.111 -2.136
H 2.934 0.996 0.106
H -0.728 -2.076 1.906
H 0.311 0.763 0.184
```

Properties
**HOMO energy**: -13.46 eV
**Total energy**: -10277.6136 eV
**Net charge**: +1
**SMILES**: C=NCC/[NH+]=C\NN
**ΔE to the lowest compared entry with this formula, charge and spin**: 3.5760 eV

Atomic partial charges in e from the Löwdin method, atoms 1 to 6: atom 1 (C): -0.15, atom 2 (C): -0.15, atom 3 (C): -0.09, atom 4 (C): 0.03, atom 5 (N): 0.11, atom 6 (N): 0.04

=====

[2]
DFT (ωB97M-V/def2-TZVPD) results for a cluster of 2 separate species, C4H8N3O4S3 in total at a distorted geometry.

```
22
C4H8N3O4S3 (ωB97M-V/def2-TZVPD)
C -1.034 -2.384 1.709
C 0.206 -1.107 -0.385
C -2.242 0.763 0.257
C -2.072 -0.319 -0.743
N 1.243 -0.646 -1.061
N -1.050 -1.010 -0.980
N 0.310 -1.772 0.749
O -0.563 -3.247 2.359
O 1.199 1.734 0.898
O -2.043 -1.865 1.316
O 3.377 0.534 0.361
S 2.517 2.431 -1.610
S -1.776 2.357 -0.417
S 2.627 1.830 0.572
H -3.305 0.920 0.566
H -1.806 0.817 1.258
H -2.831 -0.345 -1.576
H 0.985 0.128 -1.726
H 2.108 -0.434 -0.639
H 1.128 -2.129 1.067
H 3.459 1.616 -1.729
H -0.435 2.127 -0.245
```

Properties
**HOMO energy**: -5.16 eV
**Total energy**: -49445.4981 eV
**Net charge**: -1
**ΔE to the lowest compared entry with this formula, charge and spin**: 0.0000 eV

Atomic partial charges in e from the Löwdin method, atoms 1 to 6: atom 1 (C): -0.63, atom 2 (C): -0.43, atom 3 (C): -0.58, atom 4 (C): -0.22, atom 5 (N): 0.17, atom 6 (N): 0.13

=====

[3]
DFT (ωB97M-V/def2-TZVPD) results for a cluster of 2 separate species, C2H9NS2 in total.

```
14
C2H9NS2 (ωB97M-V/def2-TZVPD)
C -0.278 -0.938 -2.126
N 0.253 -0.818 -0.778
C 0.820 0.503 -0.524
H -1.053 -0.197 -2.319
H 0.484 -0.797 -2.910
H -0.699 -1.936 -2.238
H 0.964 -1.525 -0.657
H 1.418 0.879 -1.368
H 1.431 0.490 0.374
H -0.008 1.201 -0.394
S 0.265 0.622 3.282
S -1.626 0.761 2.424
H -0.054 -0.216 4.290
H -1.916 1.972 2.944
```

Properties
**HOMO energy**: -8.71 eV
**Total energy**: -25379.9643 eV
**SMILES**: CNC.SS
**ΔE to the lowest compared entry with this formula, charge and spin**: 0.7497 eV

Atomic partial charges in e from the Löwdin method, atoms 1 to 6: atom 1 (C): -0.16, atom 2 (N): -0.19, atom 3 (C): -0.17, atom 4 (H): 0.07, atom 5 (H): 0.07, atom 6 (H): 0.07

=====

[4]
DFT (ωB97M-V/def2-TZVPD) results for a structure of composition C32H34BN17O2SW at a distorted geometry.

```
88
C32H34BN17O2SW (ωB97M-V/def2-TZVPD)
W 0.085 0.052 -0.023
C -3.410 -0.857 -0.982
C -2.267 -1.788 -1.204
C -2.364 -3.054 -1.744
C -1.070 -3.543 -1.806
N -0.244 -2.607 -1.355
N -0.951 -1.510 -0.973
B 1.303 -2.725 -1.232
N 1.708 -2.451 0.257
C 2.378 -3.191 1.115
C 2.614 -2.446 2.277
C 2.052 -1.222 2.071
C 2.076 -0.082 3.024
N 1.442 -1.207 0.815
N 1.855 -1.511 -2.020
C 2.753 -1.458 -3.002
C 2.655 -0.227 -3.619
C 1.656 0.455 -2.943
C 1.154 1.800 -3.346
N 1.184 -0.325 -1.930
N 1.755 -4.023 -1.775
C 1.869 -4.440 -3.072
C 1.924 -5.804 -3.078
C 1.804 -6.183 -1.723
C 1.790 -7.567 -1.157
N 1.680 -5.125 -0.947
H -4.269 -1.428 -0.633
H -3.208 -0.099 -0.226
H -3.705 -0.391 -1.924
H -3.264 -3.554 -2.055
H -0.684 -4.494 -2.134
H 2.634 -4.203 0.846
H 3.145 -2.776 3.153
H 2.982 -0.157 3.622
H 2.081 0.888 2.534
H 1.222 -0.133 3.702
H 3.386 -2.304 -3.210
H 3.206 0.120 -4.475
H 1.410 1.954 -4.393
H 0.071 1.885 -3.270
H 1.629 2.613 -2.798
H 1.868 -3.753 -3.902
H 2.035 -6.446 -3.933
H 2.181 -8.279 -1.881
H 2.403 -7.624 -0.260
H 0.776 -7.869 -0.899
N -2.046 3.552 -1.512
C -2.105 2.232 -1.395
N -0.937 1.798 -0.908
C -0.211 2.952 -0.768
N -0.844 4.034 -1.122
C 1.202 2.865 -0.378
C 2.052 3.952 -0.280
N 3.351 3.773 -0.044
C 3.796 2.530 0.076
C 2.948 1.419 0.030
N 1.640 1.609 -0.177
H -2.761 4.185 -1.851
H -2.962 1.635 -1.648
H 1.685 4.962 -0.408
H 4.858 2.386 0.229
H 3.301 0.407 0.166
N -7.102 -3.241 3.432
C -5.835 -2.940 3.133
C -5.130 -1.968 3.881
C -3.828 -1.673 3.590
C -3.180 -2.325 2.525
C -3.863 -3.308 1.782
C -5.166 -3.600 2.075
S -1.544 -2.068 2.243
O -1.003 -3.022 1.337
O -0.836 -1.675 3.423
N -1.320 -0.467 1.331
C -1.275 0.631 2.195
N -0.266 1.388 1.766
C 0.008 2.524 2.433
C -0.759 2.863 3.523
C -1.818 2.009 3.860
N -2.086 0.890 3.193
H -7.566 -2.823 4.222
H -7.593 -3.977 2.952
H -5.618 -1.478 4.712
H -3.293 -0.956 4.194
H -3.349 -3.863 1.012
H -5.680 -4.377 1.524
H 0.845 3.129 2.110
H -0.555 3.759 4.089
H -2.465 2.243 4.696
```

Properties
**Expectation value of S²**: 0.7646
**HOMO energy (alpha / beta)**: -15.05 / -15.06 eV
**Total energy**: -76479.4079 eV
**Net charge**: +3
**ΔE to the lowest compared entry with this formula, charge and spin**: 0.5050 eV
**2S+1**: 2

Atomic partial charges in e from the Löwdin method, atoms 1 to 6: atom 1 (W): 1.89, atom 2 (C): -0.02, atom 3 (C): -0.30, atom 4 (C): 0.03, atom 5 (C): 0.03, atom 6 (N): 0.04

=====

[5]
DFT (ωB97M-V/def2-TZVPD) results for a structure of composition C4H6NaO3 at a distorted geometry.

```
14
C4H6NaO3 (ωB97M-V/def2-TZVPD)
H -0.897 -1.089 -2.368
O -0.740 -1.755 0.101
Na -0.562 2.882 0.276
O -1.359 0.386 0.133
C -0.530 -0.389 0.520
O 0.551 -0.244 1.165
C 1.018 1.200 1.351
C -0.080 -2.329 -0.819
C -0.447 -2.127 -2.196
H 1.079 1.269 2.449
H 2.052 1.142 0.973
H -1.100 -2.967 -2.492
H 0.835 -2.860 -0.526
H 0.459 -2.260 -2.811
```

Properties
**HOMO energy**: -11.16 eV
**Total energy**: -14794.0746 eV
**Net charge**: +1
**ΔE to the lowest compared entry with this formula, charge and spin**: 2.9253 eV

Atomic partial charges in e from the Löwdin method, atoms 1 to 6: atom 1 (H): 0.15, atom 2 (O): 0.15, atom 3 (Na): 0.74, atom 4 (O): 0.13, atom 5 (C): -0.55, atom 6 (O): -0.02

=====

[6]
DFT (ωB97M-V/def2-TZVPD) results for an isolated molecule of H4N2S2 at a distorted geometry.

```
8
H4N2S2 (ωB97M-V/def2-TZVPD)
N 0.007 -1.606 1.020
N 0.442 0.946 -1.023
S 0.757 -0.451 -0.307
S -0.528 2.297 -0.768
H -0.568 -1.142 1.783
H -0.618 -2.160 0.514
H 1.555 -0.194 0.739
H -1.047 2.309 -1.959
```

Properties
**HOMO energy**: -8.34 eV
**Total energy**: -24712.1075 eV
**ΔE to the lowest compared entry with this formula, charge and spin**: 2.6640 eV

Atomic partial charges in e from the Löwdin method, atoms 1 to 6: atom 1 (N): -0.26, atom 2 (N): -0.93, atom 3 (S): 0.83, atom 4 (S): 0.62, atom 5 (H): 0.04, atom 6 (H): -0.05

=====

> What is the total energy in the second record?

-49445.4981 eV

=====

> Look up the total energy of the third one.

-25379.9643 eV

=====

Copy entry 1 word for word.
DFT (ωB97M-V/def2-TZVPD) results for the ion C4H11N4 with charge +1 at a distorted geometry.

```
19
C4H11N4 (ωB97M-V/def2-TZVPD)
C -1.671 -0.157 -0.690
C -0.911 -1.310 -0.040
C 0.674 -0.575 1.625
C -0.379 1.375 -2.014
N 2.326 1.134 0.855
N 1.019 0.398 0.772
N -0.708 0.865 -0.962
N -0.424 -1.196 1.320
H -2.092 -0.464 -1.643
H -2.399 0.306 -0.012
H -1.464 -2.234 0.078
H -0.077 -1.522 -0.744
H 1.287 -0.693 2.593
H -0.848 1.259 -2.932
H 2.758 1.018 1.733
H 0.393 2.111 -2.136
H 2.934 0.996 0.106
H -0.728 -2.076 1.906
H 0.311 0.763 0.184
```

Properties
**HOMO energy**: -13.46 eV
**Total energy**: -10277.6136 eV
**Net charge**: +1
**SMILES**: C=NCC/[NH+]=C\NN
**ΔE to the lowest compared entry with this formula, charge and spin**: 3.5760 eV

Atomic partial charges in e from the Löwdin method, atoms 1 to 6: atom 1 (C): -0.15, atom 2 (C): -0.15, atom 3 (C): -0.09, atom 4 (C): 0.03, atom 5 (N): 0.11, atom 6 (N): 0.04